Record 1
2 unconnected molecules or ions with the total composition C2H3BrClP at a distorted geometry. Source: OMol25; level of theory: wB97M-V/def2-TZVPD.

Structure (XYZ):
```
8
Properties=species:S:1:pos:R:3:forces:R:3:nbo_charge:R:1
C 1.01916 -0.42510 0.06415 -1.003 0.806 -0.287 -0.654
C -1.11308 1.17494 0.16949 1.153 -0.796 0.030 -0.358
P 0.24876 -1.84165 -0.21991 0.050 0.020 0.183 0.426
Cl -2.20116 -0.08007 -0.11518 -0.752 0.199 -0.021 0.051
Br 2.61637 0.46196 0.00544 -0.016 -0.141 0.113 0.170
H -0.93051 1.85274 -0.64477 0.091 -0.006 -0.131 0.200
H -1.02217 1.50658 1.18675 0.030 0.013 0.149 0.200
H 1.38261 -2.64939 -0.44596 0.449 -0.096 -0.036 -0.036
```
Positions in Å, forces in eV/Å.

Calculated values
Kohn-Sham gap (alpha / beta) = 7.8938 / 8.4070 eV
ΔE to the lowest compared entry with this formula, charge and spin = 368.22 kJ/mol
LUMO (alpha / beta) = -0.565 / -0.185 eV
Highest occupied orbital energy (alpha / beta) = -8.46 / -8.59 eV
E = -93971.315 eV


Record 2
A molecular structure, C30H20Cl2F6N9O2S2SbTl. Source: OMol25; level of theory: wB97M-V/def2-TZVPD.

Structure (XYZ):
```
73
Properties=species:S:1:pos:R:3:forces:R:3:lowdin_charge:R:1
Tl 1.09605 -0.41942 2.33122 0.032 -0.212 -0.045 0.887
S -0.82889 1.25632 4.58396 -0.129 -0.009 -0.062 0.516
C -2.29143 0.73572 3.80866 0.016 0.905 -0.052 -0.784
C -3.22696 1.53287 3.15312 0.129 0.058 0.010 -0.069
C -4.40101 0.97292 2.65705 -0.173 0.139 -0.057 -0.202
C -5.36690 1.81489 1.99636 0.162 -0.239 0.182 -0.198
N -6.13823 2.48578 1.46681 0.009 0.052 -0.011 0.150
C -4.64305 -0.40255 2.83131 -0.132 -0.073 -0.096 -0.210
C -3.67987 -1.20124 3.44384 0.015 -0.024 0.029 -0.042
C -2.50514 -0.63168 3.92835 -0.122 -0.879 0.107 -0.758
S -1.21138 -1.42760 4.77218 -0.172 0.111 -0.058 0.542
C -5.90384 -0.97394 2.42988 0.267 0.080 0.019 -0.218
N -6.92143 -1.42720 2.14024 -0.003 0.000 -0.014 0.145
H -3.05079 2.59711 3.05352 -0.030 -0.007 -0.023 0.114
H -3.85408 -2.26299 3.56170 -0.032 0.024 -0.007 0.118
N 4.54417 -1.27601 1.00265 -0.135 -0.098 -0.156 0.204
C 4.21099 -0.35731 0.10536 0.080 0.019 0.129 -0.421
N 5.07319 -0.12516 -0.89957 -0.064 0.033 -0.010 0.174
C 4.70100 0.84147 -1.72149 0.098 0.042 -0.060 -0.465
N 5.52628 1.10630 -2.77844 -0.044 -0.057 -0.013 0.129
N 3.59048 1.58498 -1.63616 -0.009 -0.041 0.052 0.160
C 2.80902 1.24608 -0.61067 -0.207 0.117 0.021 -0.276
N 3.04306 0.30346 0.27576 0.019 -0.019 -0.082 0.147
C 1.55020 2.05317 -0.44449 0.039 -0.022 0.019 -0.215
C 1.39452 3.25056 -1.13186 0.006 0.022 0.003 -0.041
C 0.23652 3.98406 -0.93419 0.045 0.010 0.003 -0.086
C -0.73229 3.49537 -0.07527 -0.024 0.010 -0.026 -0.066
C -0.49325 2.28680 0.56079 -0.004 -0.120 0.038 -0.122
N 0.62280 1.58693 0.39024 0.057 0.005 -0.032 0.071
H 5.44458 -1.71207 0.94797 0.034 0.017 0.044 0.113
H 3.93206 -1.48485 1.77211 0.056 0.052 0.050 0.070
H 6.46057 0.74476 -2.71499 0.013 0.010 0.007 0.086
H 5.37482 1.97571 -3.25572 0.008 0.023 0.008 0.084
H 2.17740 3.57678 -1.80022 -0.008 0.004 -0.001 0.100
H 0.09121 4.92518 -1.45035 -0.001 -0.003 -0.009 0.102
H -1.65724 4.02865 0.10213 0.006 -0.016 -0.001 0.105
H -1.22402 1.85921 1.24219 0.025 0.015 -0.023 0.098
Cl -0.85335 1.33734 -3.02735 -0.003 -0.056 0.020 0.774
C -2.40529 0.91315 -2.37388 -0.002 0.123 -0.007 -0.563
C -3.34993 1.92865 -2.28156 0.031 -0.007 0.019 -0.129
C -4.54991 1.70971 -1.63067 0.013 -0.001 -0.035 -0.095
C -4.81338 0.46134 -1.08544 -0.023 -0.031 -0.005 -0.124
C -3.88332 -0.54984 -1.22532 -0.014 0.033 -0.035 -0.564
Cl -4.25802 -2.10836 -0.56269 -0.011 0.000 0.033 0.720
C -2.64534 -0.36977 -1.87245 -0.048 -0.129 -0.046 -0.279
N -1.74347 -1.42589 -1.84476 -0.036 0.091 -0.387 0.068
C -0.89061 -1.88245 -2.83448 -0.195 0.096 0.127 -0.217
C -1.03413 -1.54484 -4.18014 -0.008 0.028 -0.088 -0.082
C -0.13757 -2.01472 -5.12890 0.028 -0.032 0.068 -0.116
C 0.90565 -2.84878 -4.75380 -0.059 0.067 0.033 -0.120
C 0.99778 -3.24474 -3.42273 -0.007 -0.025 -0.018 -0.053
C 0.10567 -2.80556 -2.45563 0.042 -0.054 -0.007 -0.145
C 0.12606 -3.41542 -1.07198 0.063 -0.166 -0.023 -0.053
C 0.43947 -2.48258 0.10996 0.280 -0.063 -0.024 -0.689
O 1.56772 -2.55847 0.63429 -0.149 0.057 -0.057 -0.112
O -0.49696 -1.71576 0.47008 0.018 0.211 0.319 -0.149
H -3.09974 2.90355 -2.67949 -0.011 -0.019 -0.004 0.096
H -5.26995 2.51057 -1.52468 0.011 -0.029 0.036 0.098
H -5.73471 0.26374 -0.55333 0.012 0.020 -0.016 0.094
H -1.47467 -1.67751 -0.88379 0.130 -0.028 0.288 0.070
H -1.85269 -0.90156 -4.48025 0.037 0.003 0.014 0.094
H -0.25701 -1.71857 -6.16458 -0.004 -0.003 0.000 0.091
H 1.62400 -3.20309 -5.48283 -0.017 0.000 0.013 0.085
H 1.77501 -3.93794 -3.12060 0.003 0.008 -0.001 0.107
H 0.86023 -4.21755 -1.05028 0.028 -0.034 -0.059 0.109
H -0.86061 -3.85199 -0.87734 0.011 0.012 -0.005 0.127
F 3.93985 0.37057 3.40548 -0.090 0.060 0.044 -0.426
Sb 5.34823 -0.00772 4.62285 0.052 0.041 -0.180 1.335
F 6.59427 0.18017 3.20818 0.095 0.012 -0.091 -0.385
F 6.77010 -0.42106 5.79839 0.118 -0.043 0.090 -0.385
F 5.52274 1.83086 5.01265 0.020 0.130 0.042 -0.378
F 4.12409 -0.21076 6.03714 -0.132 -0.028 0.097 -0.367
F 5.16070 -1.83779 4.16595 -0.010 -0.173 -0.040 -0.379
```
Positions in Å, forces in eV/Å.

Calculated values
Kohn-Sham gap (alpha / beta) = 6.9408 / 6.3438 eV
Multiplicity = 2
ΔE to the lowest compared entry with this formula, charge and spin = 14.07 kJ/mol
LUMO (alpha / beta) = 3.916 / 3.451 eV
Highest occupied orbital energy (alpha / beta) = -3.03 / -2.89 eV
Expectation value of S² = 0.76
E = -123203.310 eV
Total charge = -2


Record 3
A molecular structure, C38H38MoN8O6S4 at a distorted geometry. Source: OMol25; level of theory: wB97M-V/def2-TZVPD.

Structure (XYZ):
```
95
Properties=species:S:1:pos:R:3:forces:R:3:lowdin_charge:R:1
Mo 0.16170 -0.81941 0.34520 -1.506 0.696 0.631 1.414
N -1.01539 -3.40634 -3.11523 0.008 -0.053 0.055 0.121
C -0.37955 -2.70449 -2.16752 0.095 0.041 -0.149 -0.792
S -0.96002 -2.80889 -0.52883 0.173 0.231 0.024 0.737
N 0.67491 -2.01203 -2.49459 -0.263 0.179 0.155 0.041
N 1.22209 -1.41418 -1.38958 0.169 -0.226 -0.417 -0.134
C 2.46058 -1.05092 -1.48200 0.274 0.056 0.243 -0.158
C 3.24939 -1.09851 -2.72644 0.133 -0.026 -0.020 -0.180
C 4.46895 -1.77503 -2.76041 -0.012 -0.064 0.010 -0.031
C 5.22552 -1.79080 -3.92456 0.024 -0.026 0.024 -0.052
C 4.77666 -1.11672 -5.05149 0.013 0.018 -0.051 -0.052
C 3.56120 -0.43887 -5.02152 0.040 -0.034 -0.028 -0.054
C 2.79495 -0.43982 -3.86993 -0.021 0.080 0.093 -0.035
C 3.05467 -0.65436 -0.18980 -0.276 -0.050 -0.307 -0.200
C 4.34354 -0.19468 -0.03593 0.355 0.101 -0.068 0.014
C 4.82450 0.05638 1.24105 0.171 0.055 -0.115 0.002
C 3.99853 -0.16550 2.32796 0.100 -0.004 0.154 -0.008
C 2.70571 -0.58258 2.10071 -0.131 -0.087 -0.228 -0.126
N 2.22915 -0.80638 0.86543 0.504 -0.017 0.343 -0.051
H -1.74997 -4.03987 -2.85625 -0.056 -0.015 -0.026 0.101
H -0.55346 -3.54804 -3.99953 -0.016 0.037 -0.008 0.121
H 4.81318 -2.32151 -1.88766 -0.008 0.054 -0.063 0.125
H 6.16423 -2.33344 -3.95039 -0.099 0.053 0.003 0.117
H 5.37313 -1.12326 -5.95830 -0.079 0.000 0.103 0.117
H 3.20813 0.08216 -5.90400 0.028 -0.028 0.063 0.113
H 1.84842 0.08653 -3.84064 0.022 -0.057 -0.027 0.107
H 4.95607 -0.04320 -0.91472 0.009 -0.004 0.076 0.126
H 5.83943 0.41077 1.38524 -0.092 -0.032 -0.035 0.131
H 4.34342 -0.01474 3.34318 -0.031 -0.013 -0.079 0.127
H 2.02856 -0.75550 2.92194 -0.059 0.025 0.031 0.052
O 0.13858 0.74764 1.91326 -0.005 -0.117 -0.153 -0.703
S 0.04600 1.14802 3.38416 0.139 -0.105 0.054 1.048
C -0.26357 2.94041 3.27006 0.009 0.025 -0.147 -0.266
C -0.79798 3.33559 1.89311 0.042 0.000 0.023 -0.219
C 0.31977 3.55382 0.86968 -0.070 0.177 0.033 -0.222
C -0.23043 3.65502 -0.55319 0.057 -0.147 0.139 -0.251
S 0.05550 2.13360 -1.54890 0.216 0.323 0.066 1.083
O 0.64294 1.09179 -0.58366 -0.088 -0.159 -0.136 -0.633
C 1.46292 2.64827 -2.49392 0.145 -0.077 0.155 -0.409
C 1.23293 3.12746 -3.77584 -0.025 -0.027 -0.034 -0.083
C 2.32006 3.51260 -4.55001 0.068 0.016 -0.016 -0.051
C 3.60900 3.40562 -4.03892 -0.047 -0.003 -0.007 -0.048
C 3.81850 2.92753 -2.74854 0.031 0.012 0.008 -0.049
C 2.74105 2.54196 -1.96460 0.121 0.099 -0.089 -0.072
C -1.48986 0.58408 4.05729 0.022 -0.074 0.027 -0.420
C -1.42054 0.04527 5.33755 0.034 -0.020 0.024 -0.087
C -2.58491 -0.41112 5.94135 -0.054 -0.009 0.011 -0.055
C -3.79415 -0.32750 5.26056 0.037 0.019 -0.038 -0.048
C -3.84570 0.21616 3.97827 -0.056 -0.045 0.042 -0.048
C -2.69028 0.67500 3.36624 -0.114 -0.041 0.044 -0.065
H 0.68965 3.42818 3.48640 -0.047 -0.032 -0.001 0.101
H -0.95736 3.15879 4.08023 0.007 0.053 0.005 0.106
H -1.38574 4.24907 1.99697 -0.007 0.012 0.040 0.134
H -1.47428 2.56170 1.52622 0.002 0.032 -0.031 0.093
H 1.01516 2.72177 0.92345 0.127 -0.055 0.020 0.082
H 0.87921 4.46017 1.11268 -0.071 0.000 -0.023 0.130
H 0.21788 4.46045 -1.13305 -0.020 -0.023 -0.005 0.102
H -1.31483 3.78477 -0.56558 0.047 0.012 0.029 0.097
H 0.22045 3.20125 -4.16696 0.128 -0.006 0.042 0.113
H 2.16091 3.89122 -5.55283 0.018 -0.028 0.068 0.119
H 4.45551 3.69721 -4.65026 -0.070 -0.012 0.057 0.119
H 4.82682 2.86369 -2.35250 -0.093 -0.010 -0.053 0.117
H 2.88539 2.16416 -0.95937 -0.016 0.006 -0.050 0.104
H -0.46869 -0.01399 5.85910 -0.102 -0.007 -0.081 0.115
H -2.54797 -0.82693 6.94235 -0.007 0.044 -0.094 0.117
H -4.70340 -0.68117 5.73320 0.059 0.032 -0.038 0.118
H -4.79061 0.28731 3.45200 0.048 -0.023 0.041 0.121
H -2.72744 1.07654 2.36504 0.016 -0.030 -0.031 0.098
O -6.14489 -0.20632 -1.11889 0.019 -0.110 -0.009 0.141
C -5.69779 0.29545 -2.26580 -0.067 0.060 -0.078 -0.488
O -6.44100 0.68817 -3.12152 0.073 -0.003 0.034 0.134
C -4.21599 0.37506 -2.47474 -0.078 -0.214 0.480 -0.036
C -3.70785 0.77155 -3.67941 0.092 0.133 -0.256 0.018
N -2.36754 0.77855 -3.54533 0.147 0.031 -0.220 0.024
N -1.94653 0.41809 -2.33550 -0.391 -0.528 -0.301 0.038
C -3.05684 0.16083 -1.66842 0.043 -0.099 0.490 -0.147
C -2.91466 -0.31209 -0.26313 -0.081 -0.108 0.499 -0.527
O -3.88390 -0.81742 0.30876 0.031 -0.020 -0.086 0.036
O -1.78826 -0.15351 0.38029 -0.275 0.069 -0.893 -0.286
H -5.41133 -0.56021 -0.58139 0.116 0.070 0.130 0.067
H -4.22730 1.04802 -4.58879 0.141 -0.057 0.170 0.154
H -1.68831 0.98067 -4.25528 0.079 0.033 -0.147 0.157
C -0.70474 -4.47657 4.43809 -0.162 0.083 -0.163 -0.006
N -1.76540 -3.94611 3.57199 0.110 -0.132 0.371 -0.101
C -3.10016 -4.33612 3.59645 0.361 -0.117 0.094 -0.013
C -3.74553 -3.57845 2.69280 0.036 0.233 -0.232 -0.024
N -2.80135 -2.73218 2.13681 -0.506 0.342 -0.053 0.098
C -1.60835 -2.94731 2.68468 -0.016 -0.295 -0.008 -0.678
S -0.08668 -2.17590 2.42393 0.237 -0.158 0.071 0.703
H -1.11763 -5.29009 5.02631 -0.022 -0.003 -0.023 0.101
H -0.34070 -3.69619 5.10430 -0.044 0.012 -0.010 0.092
H 0.12130 -4.84457 3.83454 -0.022 -0.009 -0.052 0.093
H -3.45522 -5.12868 4.23642 0.091 0.108 -0.051 0.137
H -4.77912 -3.56723 2.38586 0.129 0.033 0.019 0.138
H -3.04289 -1.95963 1.50456 0.008 -0.056 -0.065 0.094
```
Positions in Å, forces in eV/Å.

Calculated values
Kohn-Sham gap (alpha / beta) = 7.3778 / 6.7325 eV
Multiplicity = 3
ΔE to the lowest compared entry with this formula, charge and spin = 26.08 kJ/mol
LUMO (alpha / beta) = -5.666 / -6.498 eV
Highest occupied orbital energy (alpha / beta) = -13.04 / -13.23 eV
Expectation value of S² = 2.03
E = -109415.283 eV
Total charge = +2


Q: The highest E belongs to which entry?
A: C2H3BrClP


Q: Among the records above, which one has the lowest ΔE to the lowest compared entry with this formula, charge and spin?
A: C30H20Cl2F6N9O2S2SbTl


Q: Which value of ΔE to the lowest compared entry with this formula, charge and spin does entry 2 give?
A: 14.07 kJ/mol